1.
C22H45N4O4PrS | wB97M-V/def2-TZVPD

ORCA input file:
```
! RIJCOSX wB97M-V def2-TZVPD def2/J DEFGRID3
* xyz 2 3
Pr 1.2576 1.6159 1.0607
C 0.9230 -4.3759 -0.7991
C 0.1329 -3.4575 0.1214
C -1.2558 -3.1841 -0.4668
C -2.3886 -2.8139 0.5010
C -2.4207 -3.6964 1.7457
C -3.7279 -2.8742 -0.2143
N -2.1456 -1.3791 1.0434
C -2.6815 -0.2240 0.2559
C -2.5069 1.1157 0.9721
N -1.3849 1.9825 0.5574
C -1.3703 3.0910 1.5692
C -0.2465 4.1096 1.3940
O -0.4343 5.2155 0.9912
O 0.9871 3.6012 1.7099
C -1.5845 2.4595 -0.8640
C -2.5384 3.6403 -0.9971
C -0.2469 2.7129 -1.5630
C 0.4826 1.5086 -2.2027
C -0.2970 0.9827 -3.4062
C 1.8590 1.9857 -2.6524
N 0.6386 0.4218 -1.1620
C 1.2873 -0.8272 -1.6207
C 1.8153 -1.6637 -0.4672
N 0.8146 -2.1824 0.4860
C 1.3345 -2.1206 1.8527
C 1.2044 -0.6740 2.2737
O 2.2061 0.0696 2.4691
O 0.0700 -0.1113 2.1497
H 0.4343 -5.3474 -0.8644
H 1.9394 -4.5468 -0.4444
H 0.9780 -3.9849 -1.8186
H -0.0069 -3.9833 1.0666
H -1.6071 -4.0825 -0.9802
H -1.1853 -2.4188 -1.2490
H -2.3594 -4.7452 1.4561
H -3.3519 -3.5572 2.2976
H -1.5902 -3.4878 2.4231
H -3.9352 -3.9217 -0.4337
H -3.7307 -2.3346 -1.1620
H -4.5491 -2.5109 0.4058
H -2.5580 -1.3340 1.9754
H -1.1267 -1.2471 1.1846
H -3.7418 -0.4187 0.1213
H -2.2361 -0.2789 -0.7359
H -2.4105 0.9370 2.0443
H -3.4467 1.6652 0.8460
H -1.2530 2.6121 2.5456
H -2.3209 3.6281 1.5813
H -2.0462 1.6129 -1.3766
H -2.0962 4.5662 -0.6305
H -3.4782 3.4756 -0.4688
H -2.7828 3.7760 -2.0507
H 0.4179 3.2933 -0.9062
H -0.4058 3.4222 -2.3783
H -0.4501 1.7759 -4.1385
H -1.2838 0.6031 -3.1249
H 0.2357 0.1776 -3.9114
H 1.7538 2.8935 -3.2471
H 2.3775 1.2598 -3.2781
H 2.5223 2.2379 -1.8182
H -0.3019 0.1831 -0.8597
H 2.1386 -0.5543 -2.2435
H 0.6180 -1.4058 -2.2624
H 2.5338 -1.0636 0.1041
H 2.4240 -2.4714 -0.8837
H 2.3738 -2.4451 1.9610
H 0.7195 -2.7271 2.5204
C 5.1468 0.6542 0.8102
S 4.1605 2.1452 0.6369
C 4.3691 2.8698 2.2735
H 6.1798 0.9332 1.0086
H 5.1199 0.1108 -0.1335
H 4.7676 0.0204 1.6107
H 4.0049 2.2083 3.0598
H 3.8286 3.8144 2.2923
H 5.4276 3.0633 2.4374
*
```

Computed properties:
HOMO energy (alpha / beta) = -0.5441 / -0.5444 Eh
Maximum force = 1.89 eV/A
Expectation value of S² = 2.002
DFT total energy = -62588.969 eV
Kohn-Sham gap (alpha / beta) = 9.6 / 10.0 eV
Energy above the lowest of the compared OMol25 structures with the same formula, charge and spin = 0.0000 eV

2.
C5H10N3 | wB97M-V/def2-TZVPD

ORCA input file:
```
! RIJCOSX wB97M-V def2-TZVPD def2/J DEFGRID3
* xyz 1 1
C -0.7503 -0.2671 2.3443
C 0.7899 0.0693 2.0304
N 0.8168 0.2949 0.6241
C 1.5401 -0.2744 -0.2666
C 1.4026 -0.1093 -1.6642
C 0.1788 0.2079 -2.2795
N -0.9089 0.0682 -1.4899
N -2.0972 0.4698 -1.8947
H -1.4266 0.6040 2.5192
H -0.6413 -0.9246 3.2332
H -1.0266 -0.7548 1.5203
H 1.4972 -0.7976 2.1930
H 0.8850 1.0914 2.4741
H 2.2954 -0.8636 0.1834
H 2.3951 -0.2612 -2.1511
H 0.0450 0.4857 -3.2392
H -2.8597 0.0998 -1.3323
H -2.1354 0.8617 -2.8045
*
```

Computed properties:
HOMO energy (alpha / beta) = -0.4987 / -0.4986 Eh
SMILES string = CC/N=C/C=C\N=[NH2+]
Maximum force = 4.42 eV/A
DFT total energy = -9806.572 eV
Kohn-Sham gap (alpha / beta) = 7.2 / 7.2 eV
Energy above the lowest of the compared OMol25 structures with the same formula, charge and spin = 5.1766 eV

3.
C12H10Cl4GaO2 | wB97M-V/def2-TZVPD

ORCA input file:
```
! RIJCOSX wB97M-V def2-TZVPD def2/J DEFGRID3
* xyz -1 1
C 1.9352 1.0238 1.2756
C 2.4194 1.2321 -0.0651
C 2.5378 -0.0264 -0.6776
H 2.6594 2.2013 -0.5069
C 2.1571 -1.0376 0.2407
C 1.8351 -0.4180 1.4708
H 1.6911 -0.8997 2.4403
H 1.9342 1.7708 2.0742
H 2.9256 -0.2047 -1.6740
H 2.2302 -2.1100 0.0766
Ga -0.3908 0.7305 0.9991
Cl -0.7719 2.8608 0.8486
C -1.8014 0.4580 -1.6829
C -1.2397 -0.8243 -1.9690
C 0.0035 -0.6232 -2.6324
H -1.7170 -1.7833 -1.7718
C 0.2171 0.7757 -2.7532
C -0.9061 1.4534 -2.1901
H -1.0566 2.5345 -2.1237
H -2.7651 0.6505 -1.2020
H 0.6496 -1.4099 -3.0141
H 1.0603 1.2602 -3.2357
Cl -3.1841 -1.4610 3.9298
C -2.2514 -0.7571 2.6625
Cl -3.2661 0.3183 1.6396
Cl -0.8854 0.2913 3.3705
C -1.5374 -1.8067 1.7450
O -1.6269 -2.9977 1.9600
O -0.8557 -1.2019 0.7651
*
```

Computed properties:
HOMO energy = -0.1123 Eh
Maximum force = 3.32 eV/A
DFT total energy = -119167.020 eV
Kohn-Sham gap = 5.0 eV

4.
C8H15ClN | wB97M-V/def2-TZVPD

ORCA input file:
```
! RIJCOSX wB97M-V def2-TZVPD def2/J DEFGRID3
* xyz 1 1
C -1.9320 2.6765 0.0246
C -0.8420 1.7402 0.6344
C -0.1556 1.1116 -0.6601
C 0.8239 0.0663 -0.4574
C 2.1663 0.2825 -0.0170
Cl 3.0948 1.7056 0.0075
C 2.9557 -0.9805 0.1628
C 1.8588 -2.0446 0.2305
N 0.5645 -1.4489 -0.4310
C -0.8134 -1.7172 0.1048
H -2.9536 2.3614 -0.2658
H -1.3995 3.2226 -0.7926
H -2.1021 3.6170 0.7578
H -0.0069 2.0642 1.1633
H -1.4933 1.1102 1.1341
H -1.0334 0.7264 -1.4010
H 0.4378 2.0270 -1.1907
H 3.4907 -1.2233 -0.7504
H 3.4300 -1.0514 1.1379
H 2.0296 -2.8879 -0.3731
H 1.4664 -2.2075 1.1706
H 0.6995 -1.6563 -1.3558
H -0.7681 -2.8359 0.2489
H -0.9049 -0.9807 0.9700
H -1.4766 -1.3403 -0.6114
*
```

Computed properties:
HOMO energy = -0.4801 Eh
SMILES string = CCCC1=C(Cl)CC[N@H+]1C
Maximum force = 5.96 eV/A
DFT total energy = -22542.316 eV
Kohn-Sham gap = 10.0 eV
Energy above the lowest of the compared OMol25 structures with the same formula, charge and spin = 0.0000 eV

5.
C38H30BClF4IN2O2PS2Y | wB97M-V/def2-TZVPD

ORCA input file:
```
! RIJCOSX wB97M-V def2-TZVPD def2/J DEFGRID3
* xyz -1 1
Y -0.0591 0.3543 0.3681
C 2.3393 -1.3890 -3.2283
C 2.9547 -1.7028 -1.8989
N 3.8888 -2.6157 -1.8641
C 4.4479 -2.9371 -0.6967
C 4.1217 -2.3460 0.5025
C 4.8085 -2.8101 1.7625
O 5.6316 -1.8175 2.3556
C 3.1380 -1.3261 0.5051
C 2.8115 -0.6886 1.7406
N 1.8534 0.1565 1.9427
C 1.6570 0.5867 3.2587
C 1.7109 -0.2959 4.3444
C 1.5255 0.1590 5.6347
C 1.3016 1.5034 5.8817
C 1.2242 2.3911 4.8219
C 1.3816 1.9237 3.5324
I 1.2986 3.2939 1.9239
C 2.5006 -0.9970 -0.7305
O 1.5808 -0.1081 -0.8519
H 2.4790 -2.2289 -3.9051
H 2.8133 -0.5072 -3.6617
H 1.2788 -1.1756 -3.1080
H 5.1957 -3.7205 -0.7523
H 5.4124 -3.7016 1.5295
H 4.0724 -3.0912 2.5203
H 6.2025 -1.4526 1.6677
H 3.4626 -0.9288 2.5835
H 1.8634 -1.3474 4.1592
H 1.5641 -0.5448 6.4537
H 1.1814 1.8678 6.8914
H 1.0489 3.4419 4.9864
Cl -0.5533 -2.2447 -0.7604
C -0.9818 -2.4935 -2.4164
C -0.6511 -3.6798 -3.0524
C -1.0597 -3.8861 -4.3584
C -1.8078 -2.9193 -5.0099
C -2.1140 -1.7290 -4.3779
C -1.6949 -1.4924 -3.0734
P -2.0751 0.0592 -2.1448
C -2.1340 1.1322 -3.6377
C -0.8688 1.4699 -4.1193
C -0.7324 2.2153 -5.2752
C -1.8580 2.6507 -5.9580
C -3.1158 2.3387 -5.4719
C -3.2590 1.5700 -4.3268
C -3.8131 -0.3712 -1.7695
C -4.1505 -1.6845 -1.4466
C -5.4300 -1.9962 -1.0266
C -6.3855 -1.0002 -0.9124
C -6.0517 0.3099 -1.2118
C -4.7712 0.6272 -1.6256
H -0.0999 -4.4317 -2.5134
H -0.8069 -4.8072 -4.8625
H -2.1711 -3.0976 -6.0107
H -2.6934 -0.9801 -4.8970
H 0.0090 1.1581 -3.5652
H 0.2519 2.4614 -5.6433
H -1.7535 3.2293 -6.8650
H -3.9959 2.6940 -5.9924
H -4.2517 1.3128 -3.9854
H -3.4125 -2.4684 -1.5174
H -5.6754 -3.0192 -0.7829
H -7.3815 -1.2440 -0.5748
H -6.7904 1.0931 -1.1136
H -4.5046 1.6557 -1.8147
S -0.3959 2.5302 -1.0851
C -2.0800 2.9086 -0.7419
C -2.6651 3.8810 -1.5542
C -3.9511 4.3295 -1.3335
C -4.6912 3.8029 -0.2852
C -4.1370 2.8265 0.5147
C -2.8381 2.3574 0.3113
S -2.2810 1.1227 1.4259
H -2.0639 4.2919 -2.3524
H -4.3726 5.0893 -1.9769
H -5.7015 4.1438 -0.1005
H -4.6989 2.4046 1.3333
F -0.6689 -3.7350 1.8465
B -0.0149 -2.8107 2.6092
F -0.3719 -2.8652 3.9209
F 1.3539 -2.9266 2.4674
F -0.3714 -1.4725 2.0879
*
```

Computed properties:
HOMO energy = -0.1590 Eh
Maximum force = 1.44 eV/A
DFT total energy = -111154.251 eV
Kohn-Sham gap = 6.3 eV
Energy above the lowest of the compared OMol25 structures with the same formula, charge and spin = 0.8200 eV

6.
C3H7NO | wB97M-V/def2-TZVPD

ORCA input file:
```
! RIJCOSX wB97M-V def2-TZVPD def2/J DEFGRID3
* xyz 0 3
C -1.6345 -0.6556 -0.0439
C -2.3992 0.5814 0.0522
C 2.4885 -0.0258 -0.0177
N -0.4337 -0.8832 -0.0576
O 1.1037 0.2754 0.0145
H -2.2636 0.9941 1.0519
H -2.0106 1.3092 -0.6605
H -3.4590 0.4123 -0.1251
H 2.9944 0.9352 -0.1258
H 2.8240 -0.5199 0.9037
H 2.7479 -0.6571 -0.8805
H 0.0422 -1.7660 -0.1111
*
```

Computed properties:
HOMO energy (alpha / beta) = -0.2345 / -0.3482 Eh
Maximum force = 4.42 eV/A
Expectation value of S² = 2.007
DFT total energy = -6756.006 eV
Kohn-Sham gap (alpha / beta) = 7.5 / 8.4 eV
Energy above the lowest of the compared OMol25 structures with the same formula, charge and spin = 1.2967 eV

7.
C3H5N3O | wB97M-V/def2-TZVPD

ORCA input file:
```
! RIJCOSX wB97M-V def2-TZVPD def2/J DEFGRID3
* xyz 0 1
O 2.0605 -0.2663 1.0604
C 0.7308 -0.0702 1.0800
C -0.2306 -0.7644 0.2324
N 0.2792 -0.7733 -1.0742
N -0.5311 0.0292 -1.6527
C -1.6111 0.5499 -0.7959
N -1.4225 -0.1750 0.3352
H 2.3228 -0.5773 0.1785
H 0.3667 1.1877 0.3645
H 0.3907 0.2496 2.0639
H -0.3820 0.2685 -2.6309
H -0.5610 1.4781 -0.1710
*
```

Computed properties:
HOMO energy (alpha / beta) = -0.3246 / -0.3246 Eh
Maximum force = 0.68 eV/A
DFT total energy = -9702.698 eV
Kohn-Sham gap (alpha / beta) = 7.9 / 7.9 eV
Energy above the lowest of the compared OMol25 structures with the same formula, charge and spin = 7.8859 eV

8.
C5H11NO | wB97M-V/def2-TZVPD

ORCA input file:
```
! RIJCOSX wB97M-V def2-TZVPD def2/J DEFGRID3
* xyz 0 1
N -0.0801 -1.5739 2.2452
C -0.3918 -2.3334 1.3345
O -0.5987 -3.2991 0.6990
H 0.0769 -0.5897 2.0653
C 0.8248 1.6066 0.6136
C 0.7449 1.2003 -0.8412
C 0.3394 -0.2184 -1.0686
C -1.3189 -0.4662 -0.7194
H 1.1543 2.6479 0.7182
H -0.1353 1.5292 1.1363
H 1.5641 0.9850 1.1405
H 0.0369 1.8612 -1.3647
H 1.7157 1.3513 -1.3383
H 0.3949 -0.5222 -2.1191
H 0.9814 -0.9032 -0.5027
H -1.8601 0.1405 -1.4774
H -1.5419 -0.0125 0.2628
H -1.9065 -1.4034 -0.7838
*
```

Computed properties:
HOMO energy = -0.4012 Eh
SMILES string = N=C=O.CCCC
Maximum force = 3.78 eV/A
DFT total energy = -8900.407 eV
Kohn-Sham gap = 11.8 eV
Energy above the lowest of the compared OMol25 structures with the same formula, charge and spin = 1.2900 eV

9.
C16H19FNO2 | wB97M-V/def2-TZVPD

ORCA input file:
```
! RIJCOSX wB97M-V def2-TZVPD def2/J DEFGRID3
* xyz 1 1
C -2.0415 1.7062 -0.5846
C -2.8429 0.3635 -0.6575
C -3.9465 0.3679 -1.7615
C -3.4165 -0.0914 0.7480
C -2.4273 -1.1237 1.2998
C -1.1364 -0.6702 1.5892
C -0.1787 -1.5777 2.0548
C 1.2260 -1.0291 2.3261
O 1.5044 -0.4997 3.3601
O 2.1175 -1.1398 1.2796
C -0.5637 -2.9365 2.2160
C -1.8461 -3.2982 1.9225
N -2.7628 -2.4085 1.4701
H -1.9599 2.0949 0.4448
H -2.4758 2.4715 -1.2475
H -1.0023 1.5150 -0.9096
H -2.1117 -0.4066 -0.9728
H -4.5060 -0.5761 -1.6615
H -4.5834 1.2591 -1.6633
H -3.4227 0.3507 -2.7322
H -4.4349 -0.5053 0.6656
H -3.4462 0.7538 1.4560
H -0.8726 0.3774 1.4345
H 2.0393 -2.0724 1.0094
H 0.1710 -3.6707 2.5520
H -2.1941 -4.3291 2.0387
H -3.7132 -2.6936 1.2492
F 2.9089 0.7412 -3.7257
C 3.4893 1.1116 -2.5691
C 3.2797 0.3498 -1.4359
C 3.8809 0.7280 -0.2431
C 4.6749 1.8671 -0.1976
C 4.8722 2.6249 -1.3450
C 4.2804 2.2432 -2.5411
H 2.6510 -0.5304 -1.4917
H 3.7325 0.1389 0.6453
H 5.1401 2.1637 0.7338
H 5.4875 3.5144 -1.3086
H 4.4294 2.8161 -3.4471
*
```

Computed properties:
HOMO energy = -0.4085 Eh
Maximum force = 2.03 eV/A
DFT total energy = -25195.968 eV
Kohn-Sham gap = 6.4 eV
Energy above the lowest of the compared OMol25 structures with the same formula, charge and spin = 1.0162 eV

10.
C2H6N4S | wB97M-V/def2-TZVPD

ORCA input file:
```
! RIJCOSX wB97M-V def2-TZVPD def2/J DEFGRID3
* xyz 0 1
H -1.8302 0.8339 -1.0285
N -2.4570 0.0873 -0.8945
C -2.0000 -0.8018 -0.0063
N -0.8400 -0.6382 0.8380
N 0.0460 0.4265 0.4505
C 1.2136 0.0025 -0.0830
N 2.0935 1.0032 -0.1209
S 1.6282 -1.5563 -0.3016
H -2.4694 -1.7533 0.2600
H -0.2454 -1.5241 0.8186
H 0.1760 1.2125 1.0655
H 2.9575 0.7520 -0.5491
H 1.7274 1.9558 -0.4488
*
```

Computed properties:
HOMO energy = -0.3307 Eh
SMILES string = [H]/N=C\NNC(N)=S
Maximum force = 5.65 eV/A
DFT total energy = -18965.654 eV
Kohn-Sham gap = 9.6 eV
Energy above the lowest of the compared OMol25 structures with the same formula, charge and spin = 1.3913 eV

11.
C4H4MgO2Tl | wB97M-V/def2-TZVPD

ORCA input file:
```
! RIJCOSX wB97M-V def2-TZVPD def2/J DEFGRID3
* xyz 1 1
O -0.8282 0.9422 -0.8969
C -1.4374 -0.1152 -1.0805
C -2.4879 -0.6265 -1.6908
H -3.1674 0.0308 -2.2332
H -2.6638 -1.7008 -1.6518
H 0.6103 0.8374 0.1621
C 0.0350 -1.6539 0.2980
C 0.9788 -1.0036 0.7932
O 1.4076 0.1965 0.8556
Tl 3.3463 1.2457 2.1216
H -0.7066 -2.3833 0.5891
Mg 4.9133 4.2309 2.7336
*
```

Computed properties:
HOMO energy = -0.4031 Eh
Maximum force = 5.09 eV/A
DFT total energy = -18432.926 eV
Kohn-Sham gap = 6.5 eV
Energy above the lowest of the compared OMol25 structures with the same formula, charge and spin = 3.2141 eV

12.
C5H6N2 | wB97M-V/def2-TZVPD

ORCA input file:
```
! RIJCOSX wB97M-V def2-TZVPD def2/J DEFGRID3
* xyz 0 1
H 0.2885 -1.0014 -2.5060
N 0.3907 -1.6561 -1.7096
C 0.1145 -0.9384 -0.7631
C -0.4378 -1.2514 0.4207
C -0.6848 -0.1961 1.2644
C -0.5694 0.9765 0.3390
C 0.7866 1.3235 0.1405
N 0.1758 0.5425 -0.9630
H -0.2244 -2.1996 0.9733
H -1.1615 -0.0804 2.2133
H -1.4173 1.7171 0.2266
H 1.5142 0.4942 0.5838
H 1.2248 2.2697 -0.2200
*
```

Computed properties:
HOMO energy = -0.3387 Eh
SMILES string = [H]/N=C1/C=C[C@H]2CN12
Maximum force = 9.30 eV/A
DFT total energy = -8258.475 eV
Kohn-Sham gap = 9.5 eV
Energy above the lowest of the compared OMol25 structures with the same formula, charge and spin = 3.8835 eV